[1]
DFT (the ωB97M-V functional and the def2-TZVPD basis) results for 2 unconnected molecules or ions with the total composition C5H12O2.

The geometry in XYZ format:
```
19
Properties=species:S:1:pos:R:3:nbo_charge:R:1
O 0.684 1.178 3.183 -0.74
O -2.597 -0.916 -0.577 -0.94
C 1.206 -0.313 -1.146 -0.44
C 0.320 0.310 -0.110 -0.18
C 0.653 -0.261 -2.578 -0.60
C -0.342 0.681 2.289 -0.10
C 0.396 -0.004 1.173 -0.22
H -0.935 0.008 2.907 0.18
H 2.125 0.289 -1.202 0.21
H -1.818 -1.214 -0.087 0.48
H 1.439 -0.484 -3.290 0.21
H 0.114 0.654 -2.823 0.21
H -0.955 1.517 1.951 0.17
H -3.296 -1.515 -0.297 0.47
H 1.125 -0.713 1.545 0.20
H -0.115 -1.037 -2.665 0.21
H 1.562 -1.300 -0.863 0.21
H 0.878 2.111 3.038 0.47
H -0.440 1.009 -0.448 0.20
```

- M: 104.149 Da
- Energy above the lowest of the compared OMol25 structures with the same formula, charge and spin: 36.2 kcal/mol
- Calculated total energy: -9473.5675 eV
- SMILES string: CC/C=C/CO.O
- HOMO level: -9.44 eV

---

[2]
DFT (the ωB97M-V functional and the def2-TZVPD basis) results for 2 unconnected molecules or ions with the total composition C2H3OP.

The geometry in XYZ format:
```
7
Properties=species:S:1:pos:R:3:nbo_charge:R:1
P 3.203 0.385 -0.321 1.16
O 2.895 -0.942 0.178 -0.98
C -0.817 0.308 -0.745 -0.25
C -0.343 -0.580 -0.094 -0.23
H 2.232 1.341 0.522 -0.19
H 0.179 -1.386 0.497 0.27
H -1.338 1.091 -1.045 0.21
```

- M: 74.019 Da
- Energy above the lowest of the compared OMol25 structures with the same formula, charge and spin: 58.3 kcal/mol
- Calculated total energy: -13455.2300 eV
- SMILES string: C#C.O=P
- HOMO level: -9.68 eV

---

[3]
DFT (the ωB97M-V functional and the def2-TZVPD basis) results for a gas-phase ion, C5H12NS (charge +1).

The geometry in XYZ format:
```
19
Properties=species:S:1:pos:R:3:nbo_charge:R:1
S -0.358 -1.793 -0.130 0.45
N 0.805 -0.534 -0.068 -0.48
C -0.761 1.187 -0.455 0.05
C -2.062 0.457 -0.335 -0.54
C 1.278 -0.158 1.222 -0.44
C 1.818 -0.736 -1.139 -0.43
C -1.870 -0.861 0.472 -0.50
H -1.867 -0.932 1.523 0.24
H -2.602 -1.567 0.231 0.25
H 2.266 0.196 -1.386 0.23
H -2.687 1.100 0.307 0.31
H 1.322 0.953 1.139 0.20
H 0.497 -0.429 2.019 0.24
H -2.592 0.197 -1.241 0.27
H -0.471 1.590 -1.425 0.22
H 1.393 -1.067 -2.070 0.24
H -0.083 1.703 0.310 0.23
H 2.249 -0.615 1.572 0.25
H 2.546 -1.538 -0.812 0.23
```

- Total charge: +1
- M: 118.225 Da
- Energy above the lowest of the compared OMol25 structures with the same formula, charge and spin: 85.3 kcal/mol
- Calculated total energy: -17694.9856 eV
- HOMO level (spin up / spin down): -13.23 / -13.23 eV

---

[4]
DFT (the ωB97M-V functional and the def2-TZVPD basis) results for 13 unconnected molecules or ions with the total composition C48H120F18N8O16P.

The geometry in XYZ format:
```
211
Properties=species:S:1:pos:R:3:mulliken_charge:R:1
P 4.500 2.121 0.715 1.66
F -6.561 -0.491 0.348 -0.25
F 5.428 2.859 -0.350 -0.48
F -0.185 -0.011 5.514 -0.26
F -1.293 -1.734 6.146 -0.34
F -7.608 -1.570 -1.239 -0.30
F -0.260 3.215 2.617 -0.25
F 3.416 3.393 0.501 -0.58
F -1.347 1.301 2.038 0.02
F 3.439 1.439 1.792 -0.49
F 5.987 -5.271 -0.844 -0.30
F 5.521 1.007 0.985 -0.26
F -7.403 0.695 -1.195 -0.40
F 5.072 2.991 2.015 -0.52
F 6.982 -3.435 -1.509 -0.25
F 3.819 1.346 -0.461 -0.50
F -1.925 3.151 1.138 -0.31
F 5.408 -4.272 -2.718 -0.22
F -0.651 -1.539 4.031 0.10
O 0.486 3.187 -0.162 -0.57
O 3.441 6.012 -0.056 -0.06
O 3.581 -3.949 -0.221 -0.32
O 1.854 6.167 5.224 -0.27
O -2.456 -4.940 2.609 -0.49
O 6.126 -3.151 4.396 -0.45
O -4.417 0.288 -1.331 -0.55
O 1.475 -1.624 6.944 -0.31
O 1.240 0.950 -8.226 -0.42
O -1.740 0.714 -4.501 -0.19
O 4.037 -2.301 -1.692 0.16
O 0.920 -3.418 5.485 -0.57
O 1.507 -7.581 -4.335 -0.31
O -4.925 -2.035 -1.099 -0.76
O 0.098 0.930 -0.082 0.22
O -9.428 3.766 -0.611 -0.42
N -1.049 -5.195 4.735 0.04
N 2.642 -6.074 -2.021 -0.43
N 2.426 3.692 -1.802 0.78
N 3.396 -3.937 4.479 -0.61
N 2.903 3.878 3.809 0.20
N -0.086 2.899 -3.791 -0.25
N 0.238 0.406 -10.730 -0.31
N -9.981 1.172 -0.726 -0.30
C -12.179 1.444 0.621 -1.59
C -6.662 -0.566 -0.967 0.73
C 2.101 4.993 5.924 -0.69
C -10.457 3.293 0.312 -0.80
C -1.429 2.804 -3.226 1.53
C -3.193 -4.518 3.745 -0.67
C -1.956 4.136 -2.711 -1.44
C -5.329 -0.971 -1.627 0.21
C -0.270 -1.313 5.288 0.68
C 3.966 -3.173 3.277 -0.25
C 0.028 1.542 -8.527 -0.54
C -3.377 -0.200 -0.457 0.30
C 7.191 -2.375 4.968 -0.76
C 0.365 -0.406 0.424 0.97
C 4.542 5.122 5.232 -1.28
C 3.473 4.892 -3.608 -1.71
C 0.995 -1.270 -0.660 -1.23
C -2.693 -0.180 -5.158 -0.70
C 1.042 -2.007 5.690 0.23
C -2.553 -5.220 4.952 0.06
C 5.770 -4.004 -1.445 0.49
C 3.566 4.751 -2.170 0.84
C 1.563 -1.904 9.338 -1.20
C 3.700 7.333 0.384 -0.85
C -3.684 -0.103 1.046 -0.64
C -8.253 4.216 0.022 -0.67
C -1.434 2.222 -10.477 -1.38
C 4.870 -1.315 -2.322 -0.34
C 0.322 2.088 0.689 0.66
C -2.879 -4.483 6.304 -1.03
C -11.189 2.084 -0.303 0.44
C 1.206 -8.601 -5.260 -0.80
C 3.291 6.020 -1.467 -0.95
C 3.270 4.254 5.264 0.12
C 1.240 -6.560 -2.209 0.03
C 5.183 -2.413 3.741 -1.05
C -2.347 1.966 -4.101 -0.84
C 4.077 -0.546 -3.326 -0.92
C -2.690 -3.989 1.544 -0.61
C 1.180 -7.880 -2.940 -0.67
C 3.106 -2.266 2.500 0.05
C 4.664 -3.144 -0.761 -0.18
C -0.855 2.417 1.614 0.41
C -0.048 1.732 -10.010 0.10
C 0.283 -5.490 -2.802 -1.21
C 1.721 1.066 -6.870 -0.08
C 0.590 6.765 5.413 -0.83
C 0.635 -1.940 8.107 0.02
H 2.491 5.269 -3.950 0.35
H 2.768 7.949 0.219 0.35
H 3.800 7.441 1.466 0.23
H 4.713 -0.028 -4.070 0.51
H -2.551 4.654 -3.495 0.43
H 1.879 -3.597 5.236 0.56
H 2.110 3.740 -0.792 0.38
H 0.156 -8.785 -5.287 0.34
H -2.142 -1.118 -5.230 0.33
H 7.867 -2.197 4.142 0.30
H 3.475 3.329 5.797 0.45
H 3.579 3.958 -4.155 0.45
H 3.764 3.551 3.356 0.06
H 1.968 -0.919 -1.050 -0.27
H 7.714 -2.862 5.784 0.28
H -7.534 4.427 -0.764 0.25
H 2.921 -1.357 3.098 0.04
H -7.850 3.434 0.669 0.31
H 3.095 -5.732 -2.901 0.26
H -0.732 -5.717 -2.581 0.42
H -4.220 -4.927 3.700 0.43
H -3.210 -3.424 3.824 0.33
H 3.257 -4.645 -0.912 0.36
H -2.948 0.140 -6.176 0.26
H -3.873 -4.476 6.644 0.46
H 1.222 -2.273 -0.286 0.55
H -9.403 1.874 -1.235 0.38
H 1.603 3.728 -2.422 0.22
H 2.443 -2.427 9.032 0.34
H -1.581 3.278 -10.150 0.38
H -2.278 1.664 -10.073 0.37
H 2.644 4.754 3.370 0.34
H 1.220 -2.427 10.242 0.38
H -0.561 -5.876 5.312 0.43
H -0.067 2.568 -8.177 0.37
H 2.331 1.949 -6.803 0.33
H 5.420 -0.733 -1.582 0.26
H -3.751 -3.823 1.417 0.45
H 3.555 -2.080 1.510 -0.31
H 4.454 4.296 -1.808 0.18
H 0.801 2.361 -10.348 0.31
H 0.887 -6.751 -1.176 0.30
H 1.044 -0.401 1.329 -0.16
H 2.765 2.753 -1.862 -0.43
H -8.387 5.086 0.714 0.31
H -0.915 -5.359 3.742 0.48
H -3.653 -0.256 -4.656 0.13
H -3.131 1.816 -3.392 0.25
H 0.009 3.062 -1.064 -0.13
H -3.268 -1.288 -0.673 0.15
H -2.875 -6.258 4.953 0.47
H -0.691 -4.289 4.967 -0.16
H 0.252 -1.281 -1.426 0.51
H 3.348 -1.261 -3.713 0.28
H 1.161 0.124 -10.411 0.37
H 0.073 1.992 -4.190 0.01
H 0.594 7.713 4.904 0.28
H 1.569 -9.627 -5.073 0.31
H -0.581 -0.869 0.762 -0.41
H -11.118 4.155 0.440 0.45
H 0.222 0.337 -11.735 0.35
H 0.455 -5.499 -3.879 0.36
H 1.201 1.966 1.337 -0.46
H 0.271 -8.512 -2.869 0.46
H 5.444 4.740 4.599 0.33
H -2.645 3.981 -1.943 0.38
H -0.247 6.121 5.097 0.30
H 4.484 7.921 -0.127 0.32
H -2.223 -4.343 0.628 0.41
H -4.615 -0.572 1.259 0.71
H -11.723 1.126 1.529 0.40
H 2.371 5.186 6.982 0.42
H 0.176 -2.964 7.955 0.08
H 2.146 3.150 3.748 0.18
H 5.143 -2.568 0.021 0.50
H -3.887 0.989 1.277 0.09
H -11.757 2.241 -1.232 0.29
H 3.536 0.210 -2.773 -0.17
H -2.280 -2.992 1.760 0.02
H 0.480 -4.448 -2.409 0.06
H 4.242 -3.954 2.618 0.73
H -12.710 0.661 0.121 0.41
H -2.897 -0.502 1.651 -0.41
H -9.337 0.851 -0.025 0.29
H 3.161 -6.907 -1.652 0.23
H 6.781 -1.416 5.243 0.33
H 1.851 -1.707 4.979 -0.31
H 5.603 -1.932 2.859 0.52
H -0.798 0.901 -8.112 0.35
H 4.825 -1.561 4.397 0.31
H 2.172 -2.839 2.338 0.27
H 0.365 6.959 6.472 0.33
H 5.610 -1.778 -3.004 0.36
H -2.177 -4.908 7.091 0.35
H -5.423 -0.850 -2.727 0.07
H -1.206 2.138 -2.342 -0.73
H 4.035 6.720 -1.943 0.47
H 3.075 -4.809 4.029 0.34
H 0.853 1.199 -6.269 -0.23
H 2.167 0.084 -6.732 0.24
H -0.442 -0.308 -10.341 0.38
H 1.786 -0.835 9.602 0.27
H -1.443 2.337 -11.551 0.44
H 1.160 4.346 5.906 0.37
H -0.190 -1.223 8.195 0.26
H -0.095 3.588 -4.543 0.25
H 1.640 -8.162 -6.142 0.24
H 4.272 5.519 -4.020 0.44
H 5.000 5.181 6.221 0.41
H -2.436 0.245 -0.638 0.03
H -2.531 -3.428 6.221 0.13
H 4.267 6.142 4.974 0.34
H 2.242 6.400 -1.632 0.31
H -2.726 2.463 -4.999 0.37
H 4.254 -4.156 5.028 0.25
H -12.898 2.160 0.937 0.42
H -9.998 3.068 1.270 0.44
H -10.152 0.448 -1.413 0.38
H -1.215 4.840 -2.316 0.34
H 2.038 -8.397 -2.537 0.33
```

- Total charge: +3
- M: 1438.466 Da
- Calculated total energy: -154584.2882 eV
- HOMO level: -11.73 eV

---

[5]
DFT (the ωB97M-V functional and the def2-TZVPD basis) results for a gas-phase ion, C5H6NO4S (charge -1).

The geometry in XYZ format:
```
17
Properties=species:S:1:pos:R:3:nbo_charge:R:1
S -1.111 2.123 -1.762 2.32
O -2.303 2.913 -1.913 -0.99
O -0.411 1.574 -2.943 -1.01
O -0.124 2.792 -0.820 -1.04
O -1.913 -0.380 -1.882 -0.80
N 1.614 -0.181 0.701 -0.52
C 0.812 -0.661 1.692 -0.09
C -0.459 0.133 0.061 -0.15
C 0.802 0.258 -0.337 0.01
C -1.620 0.584 -0.699 -0.13
C -0.430 -0.362 1.379 -0.28
H -1.439 0.106 -2.701 0.49
H -1.261 -0.643 1.939 0.20
H 1.314 0.737 -1.037 0.22
H 2.590 -0.012 0.635 0.40
H -2.469 0.778 -0.138 0.19
H 1.381 -1.202 2.446 0.19
```

- Total charge: -1
- M: 176.173 Da
- Energy above the lowest of the compared OMol25 structures with the same formula, charge and spin: 18.2 kcal/mol
- Calculated total energy: -25797.7315 eV
- SMILES string: O=S(=O)([O-])[C@@H](O)c1cc[nH]c1
- HOMO level: -4.73 eV